The following is a DFT calculation (ωB97M-V/def2-TZVPD) of a structure of composition C29H37F10N7RhS2.

Each line ends with the Löwdin charge.
Geometry (Å):
Rh -1.41493 0.61960 0.53785  0.745
C -1.86821 0.09912 3.70128  -0.090
N -2.61338 0.27824 2.44942  -0.300
C -3.38777 -0.93731 2.11294  -0.171
C -2.52025 -1.91322 1.32948  -0.220
N -2.08218 -1.24600 0.10185  -0.124
C -1.76535 -2.03902 -0.98589  -0.196
C -2.14725 -1.67113 -2.28280  -0.155
F -2.97466 -0.63584 -2.46556  0.082
C -1.70688 -2.33737 -3.41101  -0.143
F -2.07855 -1.90740 -4.62079  0.118
C -0.89314 -3.45037 -3.29603  -0.154
F -0.46057 -4.09064 -4.37909  0.135
C -0.53451 -3.87826 -2.03030  -0.153
F 0.28293 -4.92390 -1.88527  0.125
C -0.96878 -3.18727 -0.91415  -0.158
F -0.51405 -3.60390 0.28181  0.093
C -3.43120 1.49155 2.50088  -0.205
C -2.58463 2.75493 2.63186  -0.192
N -1.50048 2.78460 1.65603  0.038
C -0.90280 3.93595 1.34629  -0.169
C -1.10395 5.21255 1.95145  -0.112
F -1.90072 5.33953 3.00841  0.126
C -0.47184 6.35170 1.50816  -0.135
F -0.69077 7.51226 2.10732  0.155
C 0.41050 6.29040 0.43671  -0.117
F 1.01284 7.38040 0.00795  0.172
C 0.66531 5.06712 -0.17569  -0.135
F 1.51085 5.00880 -1.19873  0.142
C 0.04255 3.93388 0.27508  -0.144
F 0.33595 2.79369 -0.34679  0.048
H -2.53576 0.21579 4.56317  0.103
H -1.05026 0.81278 3.77196  0.060
H -1.42996 -0.89583 3.72499  0.074
H -4.23164 -0.63836 1.48997  0.125
H -3.78041 -1.40255 3.02383  0.131
H -3.10285 -2.81360 1.11032  0.132
H -1.67075 -2.22801 1.94874  0.095
H -4.13506 1.46500 3.34442  0.136
H -4.01659 1.53872 1.58161  0.084
H -2.15626 2.83313 3.63657  0.132
H -3.25274 3.60885 2.51556  0.129
C 4.23819 -1.01071 -1.99413  -0.103
C 3.27366 -0.32613 -2.95639  -0.245
C 1.80597 -0.70992 -2.77472  -0.182
C 1.21235 -0.36725 -1.41144  -0.226
N 1.55648 -1.38097 -0.42726  0.024
C 1.46397 -1.24589 0.89940  -0.750
S 0.83700 0.15543 1.64968  0.709
N 1.91690 -2.25857 1.63732  0.010
C 1.86158 -2.35410 3.09369  -0.208
C 2.79518 -3.44608 3.59843  -0.197
C 4.27906 -3.08067 3.62051  -0.252
C 4.91569 -2.83587 2.25614  -0.111
H 5.27000 -0.75667 -2.23431  0.078
H 4.15010 -2.09938 -2.05415  0.077
H 4.06167 -0.71388 -0.95913  0.063
H 3.56274 -0.55920 -3.98336  0.111
H 3.36811 0.75939 -2.85493  0.111
H 1.66162 -1.77988 -2.97086  0.115
H 1.20798 -0.19987 -3.53461  0.097
H 0.12077 -0.30207 -1.48674  0.067
H 1.59026 0.59478 -1.05482  0.101
H 1.88972 -2.26243 -0.78959  0.140
H 2.26120 -3.07617 1.15535  0.141
H 0.83071 -2.56119 3.39518  0.114
H 2.13659 -1.38726 3.51510  0.098
H 2.63710 -4.35992 3.01252  0.118
H 2.47987 -3.69395 4.61361  0.116
H 4.81541 -3.88919 4.12151  0.109
H 4.41431 -2.19637 4.24994  0.111
H 4.76160 -3.68837 1.58783  0.075
H 5.99186 -2.69490 2.35401  0.075
H 4.51495 -1.94616 1.76843  0.058
S -2.92294 2.12869 -0.95928  0.706
C -2.39324 1.97713 -2.55329  -0.831
N -3.18327 2.12093 -3.61773  0.035
C -2.49242 1.88671 -4.88173  -0.101
C -1.04202 1.61492 -4.42118  -0.109
N -1.15169 1.69393 -2.96588  0.040
H -4.17879 2.20872 -3.51339  0.146
H -2.55931 2.75975 -5.52899  0.120
H -2.91564 1.02872 -5.40210  0.121
H -0.34613 2.36112 -4.80284  0.123
H -0.70340 0.62636 -4.73069  0.103
H -0.37553 1.73781 -2.32894  0.102

## Properties
HOMO (alpha / beta)	-9.500 / -10.423	eV
electronic energy	-3415.8538	hartree
orbital gap (alpha / beta)	7.5 / 5.9	eV
spin multiplicity	5
net charge	+1
ΔE to the lowest compared entry with this formula, charge and spin	0.0	kcal per mole
⟨S²⟩	6.0584